(1)
A molecular structure, C38H41Br8N5O10, computed with wB97M-V/def2-TZVPD.

Structure (XYZ):
```
102
Properties=species:S:1:pos:R:3:forces:R:3
Br -0.176607 -2.641295 -5.428189 0.064 0.146 0.082
C -0.215672 -0.710266 -5.793035 0.491 -0.650 -0.689
C 0.053664 0.078706 -4.543827 -1.177 -0.311 0.230
Br 0.130720 1.983022 -5.013488 0.202 -0.506 0.316
H -1.187759 -0.598587 -6.259425 -0.095 0.524 0.306
H 0.540604 -0.565153 -6.560420 0.049 0.074 0.087
H 0.894225 -0.291205 -3.962245 0.443 0.412 -0.419
H -0.798201 -0.048921 -3.875062 -0.010 0.300 -0.018
Br 3.659947 3.285198 -3.116073 0.090 -0.738 -0.381
C 4.165858 1.396632 -3.440618 0.721 0.396 0.015
C 5.088421 0.931423 -2.330254 -0.870 -0.355 0.353
Br 3.988323 0.813282 -0.686615 0.589 -0.031 -0.129
H 4.681850 1.359295 -4.399489 0.055 0.263 0.030
H 3.292102 0.759042 -3.530874 -0.245 0.271 0.218
H 5.944057 1.567232 -2.135253 -0.157 0.222 0.013
H 5.433396 -0.087554 -2.490468 -0.059 0.000 -0.142
Br 2.966673 4.719167 4.462324 -0.336 0.299 -0.430
C 1.342478 4.969851 3.391365 -0.637 0.309 0.233
C 0.165854 4.722802 4.305183 0.442 -0.644 0.810
Br -1.489245 4.847730 3.298125 0.095 0.110 0.274
H 1.385019 4.292981 2.544809 0.043 -0.156 0.113
H 1.184594 5.984367 3.021067 0.903 0.043 -0.022
H 0.150146 5.425215 5.137178 -0.201 0.382 -0.371
H 0.246427 3.762549 4.816841 -0.336 -0.222 -0.497
Br -3.351838 0.446211 -2.699137 -0.229 0.205 0.289
C -2.710183 2.242419 -2.218470 1.432 -0.560 -1.071
C -3.140169 3.195747 -3.322580 -0.680 -0.327 1.195
Br -2.014325 4.769324 -3.300441 -0.093 0.102 0.029
H -1.628873 2.106951 -2.286830 -0.129 0.077 0.074
H -2.916545 2.483385 -1.182339 -0.636 0.088 -0.229
H -4.167920 3.473423 -3.091554 0.049 0.376 -0.482
H -3.071193 2.726660 -4.294204 0.131 0.080 -0.097
C 0.756229 -3.988555 -2.210604 -0.795 -0.963 -0.151
C 1.483779 -4.982503 -2.839067 0.050 0.533 0.234
C 1.862623 -6.117404 -2.136816 0.712 -0.404 -0.467
C 1.540920 -6.247652 -0.800803 -0.698 1.222 -0.854
C 0.808041 -5.240230 -0.164017 3.565 -2.267 -1.444
C 0.350520 -4.154114 -0.871131 6.757 0.759 -8.794
N 1.826028 -7.483852 -0.087001 0.248 0.005 0.464
O 2.380168 -8.375510 -0.686708 0.200 -0.239 -0.383
O 1.484110 -7.552766 1.077090 -0.012 0.136 0.060
H 0.358384 -3.169396 -2.792211 0.383 -0.146 0.191
H 1.792882 -4.792812 -3.858684 -0.004 -0.410 -0.094
H 2.459193 -6.867186 -2.640412 -0.150 -0.174 0.129
H 0.562068 -5.385753 0.879659 2.403 0.098 -1.447
H -0.169229 -3.353635 -0.362923 1.917 3.161 -3.977
C -0.235869 3.129593 -0.088592 0.322 0.637 0.779
C 0.661342 2.527610 -0.958544 -0.763 -0.121 0.321
C 0.530480 1.163136 -1.173655 1.236 0.238 -0.908
C -0.376249 0.412090 -0.459790 0.128 0.433 -0.083
C -1.178675 1.017445 0.485044 -0.496 -0.156 0.009
C -1.142860 2.398379 0.672413 0.982 -0.687 -0.503
N -0.482284 -1.037367 -0.737702 0.732 2.194 -1.008
O 0.057326 -1.440180 -1.753320 -0.379 0.323 0.589
O -1.088561 -1.728763 0.054520 0.138 1.919 -4.763
H -0.152035 4.197406 0.092969 -0.156 -0.008 -0.070
H 1.432296 3.120891 -1.440368 -0.190 -0.323 -0.170
H 1.210022 0.744224 -1.903856 -0.153 -0.389 0.145
H -1.909491 0.425353 1.026637 1.477 0.906 -0.599
H -1.704136 2.878513 1.457632 -0.298 -0.096 -0.141
C -6.155746 -3.342234 3.497888 -0.194 0.932 0.235
C -5.655848 -3.626766 2.240372 0.043 -0.435 0.124
C -4.767138 -2.779044 1.600584 -0.560 -0.265 -0.660
C -4.408522 -1.600589 2.214465 -0.418 -0.067 0.485
C -4.917468 -1.273216 3.464233 0.048 0.137 0.085
C -5.819552 -2.120488 4.093421 0.858 -0.375 -0.053
N -3.465891 -0.687991 1.581802 -0.267 -0.843 -0.524
O -2.796250 0.034522 2.302740 -1.141 -0.246 1.295
O -3.346285 -0.730986 0.367868 -1.023 -0.093 0.595
H -6.848101 -4.001557 4.002199 0.083 -0.152 -0.054
H -5.921451 -4.553812 1.749099 -0.032 0.019 0.019
H -4.473799 -3.072637 0.601862 0.464 0.345 0.067
H -4.598668 -0.366436 3.959623 0.027 0.029 -0.099
H -6.086008 -1.866156 5.109827 -0.438 -0.090 -0.079
C -1.257392 -3.162165 1.747989 0.251 -0.836 1.540
C -0.765418 -4.253508 1.022902 -5.579 0.256 6.857
C -0.876427 -5.501516 1.588874 -2.367 -0.890 1.757
C -1.383881 -5.665296 2.880469 0.462 0.869 -0.882
C -1.775366 -4.559088 3.610478 -0.192 -0.161 0.750
C -1.720742 -3.294423 3.038890 0.020 -0.774 0.444
N -1.342266 -6.979584 3.506167 -0.125 -0.242 -0.318
O -1.836838 -7.101761 4.602823 -0.252 0.027 0.656
O -0.823722 -7.882045 2.886066 0.061 -0.141 -0.140
H -1.177771 -2.183010 1.286962 -0.231 -1.365 3.256
H -0.296517 -4.109260 0.061040 -5.730 -1.798 7.281
H -0.539641 -6.364628 1.028726 -0.735 -0.420 0.622
H -2.069215 -4.721817 4.639813 -0.085 0.127 -0.028
H -1.989346 -2.424149 3.621028 -0.092 0.036 0.086
C 3.600211 4.642493 0.717607 -0.466 0.233 0.433
C 4.746507 5.249413 1.222621 -0.146 -0.433 0.064
C 5.016102 6.572361 0.950289 0.447 0.628 -0.725
C 4.146209 7.323965 0.150632 -0.058 -1.843 0.689
C 2.987540 6.720573 -0.308372 -0.509 0.786 -0.361
C 2.699887 5.395129 -0.012518 0.260 0.219 -0.101
N 4.456357 8.707547 -0.157048 0.244 0.029 0.293
O 5.372430 9.208615 0.464697 0.051 0.187 -0.094
O 3.789958 9.266479 -0.995941 -0.226 0.203 -0.269
H 3.294401 3.634145 0.970760 0.456 -0.129 -0.010
H 5.420916 4.689686 1.856120 0.059 -0.021 -0.081
H 5.961141 7.010073 1.238820 -0.130 0.094 0.291
H 2.288606 7.331290 -0.867803 0.023 -0.106 -0.070
H 1.772153 4.941274 -0.333835 0.070 0.205 -0.128
```
Positions in Å, forces in eV/Å.

Calculated values
Net charge = 0
Relative energy (zero: lowest compared OMol25 entry of this formula, charge and spin) = 246.1 kcal/mol
2S+1 = 1
HOMO-LUMO gap = 7.718 eV

(2)
8 unconnected molecules or ions with the total composition C31H62O15, computed with wB97M-V/def2-TZVPD.

Structure (XYZ):
```
108
Properties=species:S:1:pos:R:3:forces:R:3
C 27.172569 -39.238114 -35.010387 -0.209 -1.571 3.527
C 26.370484 -38.557433 -36.124026 3.006 -0.828 -0.168
O 26.272411 -37.265112 -35.694351 -1.788 4.766 0.362
C 25.755630 -36.326277 -36.564219 -0.471 0.082 -3.237
C 25.365880 -34.953385 -36.027766 -2.921 -3.836 1.817
O 25.537855 -36.513827 -37.777249 0.841 -0.730 2.957
H 26.501600 -39.220088 -33.977527 1.848 0.724 -2.407
H 28.309050 -39.049333 -34.725164 -2.565 0.650 -0.963
H 27.231551 -40.326057 -35.039187 -0.216 -0.241 -0.992
H 26.838343 -38.454078 -37.086325 0.747 -0.847 -0.583
H 25.435943 -38.977112 -36.331871 -1.621 -0.902 0.204
H 24.151948 -35.088500 -35.967655 2.887 0.366 0.740
H 25.406539 -34.210913 -36.727058 0.892 1.737 -1.925
H 25.902182 -34.797980 -35.112736 -0.355 0.615 0.699
C 27.035463 -41.131838 -28.378209 0.761 -3.673 0.469
C 27.304127 -40.334174 -29.553646 -1.694 -2.333 -2.533
O 26.139389 -39.546675 -29.678717 0.198 2.681 -1.253
C 26.132844 -38.503557 -30.571165 0.192 -0.749 -1.140
C 24.847248 -37.756170 -30.459086 0.537 2.796 0.747
O 26.987367 -38.283761 -31.415649 -0.564 -0.453 1.475
H 27.081971 -40.658731 -27.434529 0.034 0.729 0.894
H 27.863223 -41.847864 -28.476369 0.168 -0.131 0.922
H 26.174550 -41.834546 -28.413154 0.091 0.987 -0.236
H 28.264555 -39.905240 -29.500765 0.813 1.512 -0.066
H 27.341581 -41.076089 -30.441451 0.020 1.320 1.000
H 24.019374 -38.294363 -30.761143 -1.448 -1.698 -1.319
H 24.808252 -36.762113 -31.088882 0.414 -1.885 1.711
H 24.568657 -37.711526 -29.376125 0.576 0.891 -0.703
C 29.644235 -43.009170 -34.774013 -1.264 8.297 2.037
C 30.287411 -42.506394 -33.400961 -1.102 1.780 -3.740
O 30.275688 -41.043484 -33.324113 -1.184 -0.982 -0.893
C 30.496075 -40.499565 -32.148964 1.249 2.686 0.795
C 30.404037 -38.848300 -32.254976 -1.869 -2.883 0.534
O 30.783989 -41.134353 -31.164908 -0.344 0.195 0.049
H 29.943783 -42.594428 -35.725725 0.564 0.513 0.317
H 28.542203 -42.911614 -34.747851 0.436 0.442 0.272
H 29.764743 -43.927449 -34.812977 1.509 -8.880 -0.316
H 29.868217 -43.023641 -32.633039 -2.697 -0.585 2.466
H 31.231445 -42.771429 -33.117519 3.347 -0.777 -0.741
H 29.915960 -38.720138 -33.232240 0.328 0.472 0.368
H 31.300945 -38.254234 -32.135306 0.290 -0.427 -0.053
H 29.664202 -38.593913 -31.447710 0.696 -0.006 -0.804
C 30.323762 -35.316851 -28.705291 1.898 -2.487 -1.165
C 30.507939 -34.154090 -29.714259 -0.467 -1.417 -0.444
O 31.504619 -33.388284 -29.127928 0.987 0.679 -0.017
C 31.857362 -32.296042 -29.736257 -0.149 5.504 -1.192
C 32.958075 -31.565021 -28.986301 2.989 -4.067 -4.247
O 31.351821 -31.648946 -30.700520 0.537 -3.514 2.278
H 29.697743 -36.089145 -29.147381 -0.178 -0.012 -0.112
H 29.836314 -34.971171 -27.876011 -1.352 0.971 2.243
H 31.262531 -36.000127 -28.209112 -1.955 2.507 -2.026
H 30.864775 -34.503836 -30.682770 0.035 -0.256 -0.056
H 29.660343 -33.462365 -29.971924 0.140 -1.071 0.766
H 33.611126 -31.089534 -29.686779 -0.780 2.019 -0.775
H 33.809890 -32.269474 -28.907293 -0.707 -0.801 1.410
H 32.801423 -31.098322 -28.123119 -1.016 1.899 3.338
C 30.777330 -39.472124 -36.368352 3.937 0.995 0.856
C 30.709151 -40.546686 -37.419285 -2.361 0.558 -0.917
O 29.372094 -41.159073 -37.398496 0.161 -1.507 -1.632
C 29.142337 -42.241406 -38.253713 1.893 -1.297 -3.601
C 27.860035 -42.927951 -37.879811 0.455 -2.400 -0.177
O 29.829190 -42.672824 -39.248195 -1.851 2.710 4.569
H 31.808767 -38.844317 -36.620909 -2.923 -1.072 0.293
H 31.156832 -39.921687 -35.415960 -1.086 0.299 -0.428
H 29.907984 -38.782970 -36.192157 0.938 -0.910 -0.593
H 30.919169 -40.229370 -38.412634 -0.438 1.095 -1.017
H 31.351032 -41.358524 -37.430210 1.834 -1.521 1.323
H 28.107707 -43.919648 -37.316172 -0.333 1.890 -0.762
H 27.163078 -43.250150 -38.702127 1.141 0.652 0.471
H 27.405055 -42.227171 -37.258559 -1.387 0.653 1.391
C 31.117560 -31.990679 -33.758661 -0.921 -3.245 -2.817
C 31.646030 -32.410352 -35.179473 1.148 1.084 1.315
O 30.652467 -32.302985 -36.148304 -0.692 -0.196 -2.583
C 30.823120 -32.913890 -37.345755 3.861 -3.311 -2.799
C 29.707026 -32.727278 -38.328644 1.109 1.402 0.220
O 31.795541 -33.678784 -37.804179 -3.529 3.829 3.840
H 31.899038 -32.041788 -33.064244 0.814 0.244 1.107
H 30.412297 -32.839420 -33.600557 0.624 0.124 0.626
H 30.410882 -31.224713 -33.657857 -0.114 2.016 -0.236
H 32.634500 -32.099875 -35.537946 -0.362 1.493 0.028
H 31.908387 -33.407068 -35.168599 0.153 -2.738 0.767
H 29.968610 -33.272246 -39.229943 -0.330 -0.500 0.299
H 29.759547 -31.663614 -38.671464 -0.819 -0.578 0.689
H 28.838689 -33.053190 -37.781103 -0.931 0.309 -0.514
C 28.886079 -37.132203 -38.695233 1.756 -3.102 0.743
C 30.170702 -36.750012 -39.373498 1.769 1.851 -2.266
O 31.276886 -36.616318 -38.482515 2.860 -1.144 0.234
C 32.638274 -36.592140 -38.965575 -0.754 -0.329 -2.347
C 33.577469 -36.527624 -37.767439 -0.912 -0.919 -2.442
O 32.979067 -36.658688 -40.160023 -1.625 0.216 3.574
H 28.091833 -36.946541 -39.426124 -0.174 -0.622 0.566
H 28.753956 -36.608744 -37.767565 -0.265 0.751 0.215
H 29.081355 -38.279958 -38.280303 -1.174 2.588 -1.531
H 30.456985 -37.340789 -40.294812 -0.411 0.001 1.241
H 30.198431 -35.717950 -39.779806 -1.121 -0.294 -0.152
H 34.597316 -36.410909 -38.019946 0.925 -0.169 -0.666
H 33.397155 -37.407589 -37.221980 -0.019 -1.108 0.968
H 33.294995 -35.707896 -37.236029 -0.940 2.297 1.852
C 28.573332 -35.571257 -32.843309 6.730 1.951 5.081
C 29.927517 -35.769051 -33.614846 1.724 -0.319 3.387
C 29.798732 -35.910266 -35.128985 7.278 -7.095 6.249
O 31.003624 -35.884652 -32.948002 -3.341 0.580 -2.828
H 27.970627 -36.013978 -33.397632 -6.216 -3.408 -5.095
H 28.396895 -34.467868 -32.782157 -0.091 -1.048 0.556
H 28.572283 -36.289676 -31.890676 0.223 2.363 -1.516
H 30.837552 -36.537037 -35.369778 -2.448 1.680 0.244
H 29.901203 -35.102595 -35.557277 0.471 8.231 -4.627
H 29.101900 -36.542387 -35.382316 -4.348 -2.803 -1.451
```
Positions in Å, forces in eV/Å.

Calculated values
Net charge = 0
Relative energy (zero: lowest compared OMol25 entry of this formula, charge and spin) = 47.7 kcal/mol
2S+1 = 1
SMILES string = CCOC(C)=O.CCOC(C)=O.CCOC(C)=O.CCOC(C)=O.CCOC(C)=O.CCOC(C)=O.CCOC(C)=O.CC(C)=O
HOMO-LUMO gap = 10.125 eV

(3)
A molecular structure, C14H32CoN4O6, computed with wB97M-V/def2-TZVPD.

Structure (XYZ):
```
57
Properties=species:S:1:pos:R:3:forces:R:3
Co 28.841730 -17.980250 19.367040 0.746 -0.381 0.752
O 27.244930 -17.600750 20.736300 0.629 -1.623 0.311
C 27.369760 -18.530740 21.785450 1.942 0.827 -1.037
C 28.786400 -19.336140 21.817510 -0.058 -0.542 -0.642
O 29.796010 -19.095020 20.862260 -2.515 1.701 -0.696
H 26.527950 -19.222380 21.818710 -0.365 -0.420 -0.696
H 27.056430 -17.967330 22.664370 0.716 0.364 0.736
H 28.474570 -20.364490 21.634900 -0.418 -0.520 0.020
H 29.274480 -19.425570 22.788020 -0.435 0.676 0.534
C 30.506800 -18.834050 16.580690 -0.726 2.566 2.609
O 30.146500 -18.496940 17.754180 1.717 -1.400 -2.722
N 31.648530 -18.362080 16.010170 -2.161 -0.874 0.583
C 32.727610 -17.833960 16.828260 -0.280 -0.520 0.643
C 31.804840 -18.437860 14.567980 1.172 0.709 -0.031
H 29.803720 -19.364570 15.920060 0.363 -0.055 0.076
H 33.473640 -18.628440 16.809770 0.902 0.769 -0.377
H 32.490960 -17.767690 17.890200 -0.815 -0.292 -0.193
H 32.978350 -16.799910 16.591690 0.551 -0.328 -0.663
H 32.026690 -17.430410 14.215940 -0.104 0.186 -0.101
H 32.704830 -19.000790 14.320520 -0.194 -0.408 -0.159
H 30.930390 -18.763240 14.004440 0.014 -0.311 0.509
C 31.519440 -16.312640 20.020230 -2.001 0.039 -0.871
O 30.271650 -16.367000 19.718850 3.710 0.809 0.687
N 32.451050 -15.486500 19.470390 -1.003 -0.761 0.457
C 33.887850 -15.692390 19.780020 -0.339 0.533 -0.010
C 32.066140 -14.354490 18.644260 0.389 0.438 -0.837
H 32.005280 -16.932410 20.789680 -0.653 -0.378 -0.198
H 34.460800 -15.811600 18.860440 -0.111 0.028 -0.083
H 34.088380 -16.560780 20.407540 -0.530 -0.113 -0.134
H 34.293210 -14.842380 20.328900 -0.088 0.196 -0.123
H 32.367840 -14.429040 17.599500 0.559 -0.496 -0.100
H 30.998390 -14.180180 18.511510 -0.077 -0.363 0.965
H 32.569700 -13.458810 19.007970 -0.207 0.075 0.208
C 26.933820 -20.352110 17.895640 1.179 2.137 0.647
O 27.625110 -19.319170 18.152280 -1.692 -2.231 -0.697
N 26.590340 -20.760000 16.667930 -0.109 0.437 -0.058
C 25.866160 -21.992190 16.472020 -0.364 -0.930 -0.146
C 26.934150 -20.007020 15.467670 0.144 0.838 0.239
H 26.529440 -20.975200 18.708310 0.203 0.014 -0.192
H 26.417950 -22.697160 15.850220 0.394 0.051 0.084
H 24.916130 -21.891950 15.947150 -0.085 0.597 0.097
H 25.651220 -22.493750 17.415600 0.149 0.187 0.057
H 27.251910 -18.995940 15.722340 0.372 -0.197 0.454
H 27.727590 -20.502510 14.908170 -0.139 -0.088 -0.122
H 26.072060 -19.786760 14.838080 -0.202 -0.732 -0.031
C 28.405640 -15.404040 17.280220 -0.756 -2.314 2.271
O 28.198350 -16.513110 17.859920 0.121 2.389 -1.395
N 28.185110 -14.196960 17.820190 0.434 -0.147 0.432
C 28.634520 -13.066120 17.045230 0.364 0.867 -0.637
C 27.519490 -13.920940 19.116140 -0.680 -0.961 -0.323
H 28.769120 -15.359840 16.241890 0.044 -0.109 0.233
H 29.404620 -13.355730 16.330270 -0.105 -0.290 -0.033
H 29.128240 -12.292830 17.633750 -0.239 -0.133 0.439
H 27.849810 -12.581140 16.464610 -0.261 -0.021 0.168
H 26.535700 -13.512850 18.884370 0.191 0.700 0.068
H 27.235020 -14.815100 19.670810 0.568 -0.471 -0.424
H 28.094890 -13.323070 19.822940 0.139 0.276 -0.546
```
Positions in Å, forces in eV/Å.

Calculated values
Net charge = +1
Relative energy (zero: lowest compared OMol25 entry of this formula, charge and spin) = 0.0 kcal/mol
2S+1 = 5
HOMO-LUMO gap (spin up / spin down) = 8.924 / 5.820 eV

no.,total energy (eV)
1,-628312.8762
2,-63854.5539
3,-70901.2302